# C6H9N3O3

A single C6H9N3O3 molecule at a distorted geometry (ωB97M-V with the def2-TZVPD basis set, the Open Molecules 2025 dataset).

## Properties
Structure (SMILES) ... N[C@H](Cc1nccn1O)C(=O)O
Kohn-Sham gap ... 9.167 eV
E_LUMO ... 0.5 eV
Highest occupied orbital energy ... -8.65 eV
Energy above the lowest of the compared OMol25 structures with the same formula, charge and spin ... 1.005 eV
2S+1 ... 1

Each line ends with the Löwdin charge.
Geometry (Å):
1 O -1.2160 2.3382 -0.1569  0.121
2 O -2.1604 0.2777 -0.1984  0.075
3 O -0.9999 -1.8279 -1.0737  0.047
4 N 0.1831 -1.2490 -0.9326  -0.146
5 N 1.9907 -0.4292 -0.0083  0.101
6 N 0.5161 1.8164 1.6680  0.042
7 C 2.2287 -0.7038 -1.3435  -0.118
8 C 0.0658 -0.6446 1.4670  -0.063
9 C 0.7708 -0.7993 0.1903  -0.371
10 C 1.0631 -1.1889 -1.9344  -0.038
11 C -0.5060 0.7563 1.5258  -0.284
12 C -1.3748 1.0720 0.3179  -0.401
13 H -0.8377 -1.3145 1.5793  0.148
14 H 0.8901 -1.6096 -2.9169  0.124
15 H 0.6876 2.1896 2.6160  0.105
16 H 1.4258 1.4133 1.3477  0.091
17 H -1.1514 0.8089 2.3921  0.153
18 H -1.6638 -1.0852 -0.8347  0.095
19 H 0.7663 -0.8989 2.2665  0.133
20 H -0.5646 2.7341 0.4582  0.087
21 H 3.1438 -0.4587 -1.9041  0.099

Atoms 1-6, force components in eV/Å:
-0.8628 -1.9172 0.5251
0.8313 1.4251 0.7645
-2.5614 0.1558 0.4434
0.7621 0.1895 -0.1060
1.5768 0.2045 -1.1306
1.2461 -0.2848 0.0527

***

# C6H9N3O3S

2 unconnected molecules or ions with the total composition C6H9N3O3S at a distorted geometry (ωB97M-V with the def2-TZVPD basis set, the Open Molecules 2025 dataset).

## Properties
Kohn-Sham gap ... 7.174 eV
E_LUMO ... 0.3 eV
Highest occupied orbital energy ... -6.87 eV
Energy above the lowest of the compared OMol25 structures with the same formula, charge and spin ... 3.952 eV
2S+1 ... 1

Each line ends with the Löwdin charge.
Geometry (Å):
1 S 0.8428 1.3252 0.6297  1.083
2 O 4.4678 0.2264 -0.2326  0.097
3 O -1.4810 -1.1366 0.8392  -0.184
4 O -1.5406 0.5214 -0.7304  0.020
5 N 2.3065 -0.6120 -0.0656  -0.134
6 N -3.3866 -0.0630 0.4789  0.020
7 N -0.3703 -1.7507 0.4166  0.027
8 C 3.1636 0.4553 0.0354  -0.431
9 C -2.1009 -0.1818 0.0757  -0.604
10 C 2.5520 1.6002 0.4147  -0.316
11 C 2.7241 -1.9295 -0.4633  0.000
12 C 1.0507 -0.3040 0.2386  -0.378
13 C -4.2863 0.9111 -0.0814  -0.072
14 H 3.1281 -1.9002 -1.4765  0.103
15 H -4.8634 1.3900 0.7127  0.082
16 H 1.8458 -2.5699 -0.4216  0.084
17 H 4.9795 1.0302 -0.0958  0.124
18 H -3.7511 -0.7819 1.0817  0.141
19 H -4.9748 0.4544 -0.7977  0.084
20 H 2.9794 2.5688 0.5669  0.067
21 H -3.6822 1.6576 -0.5951  0.085
22 H 3.4978 -2.2933 0.2132  0.102

Atoms 1-6, force components in eV/Å:
0.9056 -0.4903 -0.2770
-0.0849 -0.3129 -0.1127
-0.6885 0.6333 0.8217
-0.1225 -0.1781 -0.0851
-0.4806 0.7206 0.2162
-0.0857 -0.2537 0.1242

***

# C6H9N3OS

A single C6H9N3OS molecule at a distorted geometry (ωB97M-V with the def2-TZVPD basis set, the Open Molecules 2025 dataset).

## Properties
Kohn-Sham gap (alpha / beta) ... 7.663 / 7.663 eV
E_LUMO (alpha / beta) ... 0.1 / 0.1 eV
Highest occupied orbital energy (alpha / beta) ... -7.60 / -7.60 eV
Energy above the lowest of the compared OMol25 structures with the same formula, charge and spin ... 5.354 eV
2S+1 ... 1

Each line ends with the Löwdin charge.
Geometry (Å):
1 S 2.3109 0.3522 0.0641  0.896
2 O 3.7197 0.0579 -0.1518  -0.505
3 N 1.2688 -0.6083 -1.0552  -0.159
4 N -0.9835 -1.5091 -1.0228  0.079
5 N -1.9585 -1.4466 -0.2130  -0.034
6 C 1.6648 -0.5664 1.5754  -0.175
7 C 0.5126 0.2221 -2.0299  -0.089
8 C -1.0947 0.6183 0.0859  -0.211
9 C -0.1547 -0.3042 -0.8168  -0.451
10 C -1.0968 1.9171 0.4336  0.042
11 C -2.1113 -0.3517 0.4942  -0.078
12 H -2.6283 -2.1349 -0.2157  0.138
13 H -1.8876 2.4606 0.9349  0.057
14 H 1.2485 0.2376 2.2576  0.071
15 H -0.1891 2.5541 0.2356  0.069
16 H 0.4012 -0.3354 -2.8750  0.071
17 H 0.6164 1.3517 -2.1160  0.138
18 H -2.7713 -0.2645 1.3578  0.121
19 H 0.8569 -0.9554 1.0285  -0.019
20 H 2.2761 -1.2952 2.0284  0.040

Atoms 1-6, force components in eV/Å:
-0.8753 0.0500 0.8012
0.3058 -0.4660 -0.3411
0.4542 1.6572 1.2269
1.7990 -0.6361 -1.1501
1.1710 2.8362 0.5247
-0.6903 2.9589 -0.7248

***

# C6H9N4

A gas-phase ion, C6H9N4 (charge +1) at a distorted geometry (ωB97M-V with the def2-TZVPD basis set, the Open Molecules 2025 dataset).

## Properties
Structure (SMILES) ... Cc1nc[nH]ccnc[nH+]1
Kohn-Sham gap ... 8.839 eV
E_LUMO ... -3.9 eV
Highest occupied orbital energy ... -12.74 eV
Net charge ... +1
Energy above the lowest of the compared OMol25 structures with the same formula, charge and spin ... 2.943 eV
2S+1 ... 1

Each line ends with the Löwdin charge.
Geometry (Å):
1 N 2.0350 0.8534 0.6748  0.130
2 N -0.9197 1.4543 1.7773  0.103
3 N -0.8988 -0.5875 0.5050  0.191
4 N 1.1790 -1.0551 -0.3848  0.137
5 C 1.2342 1.9302 0.5841  -0.115
6 C 0.0234 2.2085 1.0928  -0.106
7 C 2.1057 -0.3205 0.2863  -0.154
8 C -0.8519 -1.7349 -1.5723  0.067
9 C -1.1050 0.1496 1.5658  -0.054
10 C -0.1684 -0.9773 -0.4201  -0.300
11 H 1.5444 -1.6780 -1.0757  0.151
12 H -1.1885 1.9469 2.6072  0.166
13 H -1.6834 -0.4492 2.2178  0.145
14 H -1.6049 -1.0493 -2.0298  0.128
15 H 2.9186 -0.9818 0.6275  0.153
16 H -0.1141 -1.9789 -2.2007  0.041
17 H -1.4839 -2.4268 -1.1560  0.073
18 H -0.2013 3.2230 0.9098  0.106
19 H 1.5749 2.7867 -0.0037  0.137

Atoms 1-6, force components in eV/Å:
0.9061 0.6552 0.4599
1.3125 -1.1635 -0.3678
-1.0750 2.4313 2.1627
-1.2441 -0.3719 -1.6316
-1.1834 -0.0055 -0.7485
0.8482 0.3149 -1.2471

***

# C6H9N4O4S

A gas-phase ion, C6H9N4O4S (charge -1) at a distorted geometry (ωB97M-V with the def2-TZVPD basis set, the Open Molecules 2025 dataset).

## Properties
Structure (SMILES) ... CC/C(=C(/N)OS(=O)(=O)[O-])n1ccnn1
Kohn-Sham gap ... 7.453 eV
E_LUMO ... 3.3 eV
Highest occupied orbital energy ... -4.13 eV
Net charge ... -1
Energy above the lowest of the compared OMol25 structures with the same formula, charge and spin ... 0.968 eV
2S+1 ... 1

Each line ends with the Löwdin charge.
Geometry (Å):
1 S -4.1481 -0.1753 0.0799  0.563
2 O -2.2453 -0.7129 -0.0849  -0.170
3 O -4.8389 -1.0949 -0.7929  -0.307
4 O -4.0471 1.1976 -0.4404  -0.343
5 O -4.3765 -0.3305 1.5024  -0.314
6 N 2.1386 2.6649 0.7531  -0.013
7 N 1.1085 1.8654 0.8667  -0.027
8 N -1.4718 1.1423 0.8983  0.137
9 N 1.1756 0.8757 0.0423  -0.097
10 C 0.7561 -1.3998 -0.7394  -0.267
11 C 2.9581 2.1292 -0.1628  -0.154
12 C 2.3254 0.9688 -0.6661  -0.058
13 C 1.6842 -2.2059 0.1999  -0.146
14 C -1.1495 0.0694 0.1546  -0.370
15 C 0.2170 -0.1571 -0.1573  -0.190
16 H 1.0281 -2.8222 0.9778  0.094
17 H -0.1410 -2.0406 -1.0556  0.136
18 H 3.8323 2.5343 -0.5879  0.065
19 H 1.4631 -1.2786 -1.6187  0.085
20 H 2.1956 -3.0091 -0.5217  0.089
21 H 2.3559 0.3544 -1.4918  0.072
22 H -2.5081 1.2643 0.7811  0.072
23 H 2.4675 -1.6581 0.8227  0.071
24 H -0.7796 1.8187 1.2410  0.075

Atoms 1-6, force components in eV/Å:
0.3617 0.9617 -0.4538
0.8186 -0.2641 -0.7185
1.0971 0.1613 0.5619
-0.0127 -1.4684 0.8828
0.4554 0.1196 -1.0335
0.5808 -0.2235 -0.0085

***

# C6H9NO

A molecular structure, C6H9NO at a distorted geometry (ωB97M-V with the def2-TZVPD basis set, the Open Molecules 2025 dataset).

## Properties
Kohn-Sham gap ... 9.591 eV
E_LUMO ... 1.1 eV
Highest occupied orbital energy ... -8.53 eV
Energy above the lowest of the compared OMol25 structures with the same formula, charge and spin ... 6.588 eV
2S+1 ... 1

Each line ends with the Löwdin charge.
Geometry (Å):
1 O 0.6231 -1.4623 0.1102  -0.099
2 N 2.4417 0.4164 -0.0748  0.010
3 C 0.5127 -0.5284 -0.9011  -0.287
4 C -1.1383 -0.4041 -0.7775  -0.118
5 C 0.9491 0.6613 -0.1199  -0.196
6 C 0.3010 -0.3204 1.0902  -0.021
7 C -1.9644 0.6794 -0.0105  -0.099
8 C -1.2270 -0.2844 0.6656  -0.297
9 H 0.8291 1.7432 -0.3645  0.157
10 H -3.0462 0.8250 -0.1618  0.105
11 H -1.7396 -1.3315 1.1209  0.198
12 H -1.7633 -1.2050 -1.0007  0.101
13 H 0.8372 -0.1454 1.9570  0.110
14 H 2.5645 -0.6284 0.2131  0.124
15 H -1.9254 1.7887 -0.1240  0.112
16 H 2.9312 1.1864 0.2740  0.028
17 H 0.8147 -0.9906 -1.8961  0.171

Atoms 1-6, force components in eV/Å:
2.2136 0.3334 3.1573
-2.1682 -2.4946 -0.5788
-5.0664 -0.3275 -3.0636
0.7259 1.7695 -0.4793
3.5921 -1.8667 0.9142
-2.2510 1.9262 -6.0770

***

# C6H9NO

2 unconnected molecules or ions with the total composition C6H9NO at a distorted geometry (ωB97M-V with the def2-TZVPD basis set, the Open Molecules 2025 dataset).

## Properties
Structure (SMILES) ... Nc1ccccc1.O
Kohn-Sham gap ... 8.827 eV
E_LUMO ... 0.9 eV
Highest occupied orbital energy ... -7.97 eV
Energy above the lowest of the compared OMol25 structures with the same formula, charge and spin ... 0.348 eV
2S+1 ... 1

Each line ends with the Löwdin charge.
Geometry (Å):
1 O -2.1313 -1.6365 1.3211  -0.067
2 N 0.5835 2.0179 1.1388  0.086
3 C 0.4324 0.9667 0.2639  -0.355
4 C 1.1176 -1.2731 -0.3848  -0.085
5 C -0.2964 1.0733 -0.9099  -0.060
6 C 1.2423 -0.1858 0.4484  -0.052
7 C 0.2325 -1.1992 -1.4989  -0.105
8 C -0.2826 0.0217 -1.8387  -0.102
9 H 0.1164 2.9068 1.0024  0.093
10 H -2.4737 -1.6165 2.2306  0.039
11 H 0.8506 1.8711 2.0993  0.089
12 H -0.8184 0.2418 -2.7510  0.100
13 H 0.2620 -2.0796 -2.1269  0.095
14 H -1.8047 -0.7350 1.1923  0.019
15 H 1.7066 -2.1709 -0.3173  0.098
16 H 1.8416 -0.2748 1.3473  0.104
17 H -0.5788 2.0721 -1.2166  0.104

Atoms 1-6, force components in eV/Å:
-0.1623 0.3167 0.6130
-0.1678 1.0162 0.6324
1.0771 -0.5732 -0.0673
-1.2369 0.6126 -1.1130
1.0942 0.1230 -0.3935
-0.8144 -0.3403 0.7015